Record 1
Molecular formula: C23H13BrF3N2O2Rh
Method: DFT, ωB97M-V/def2-TZVPD

XYZ file:
```
45
Properties=species:S:1:pos:R:3:forces:R:3
Rh 0.134847 -0.645742 0.764099 -1.11 -1.33 2.57
F -3.825261 2.624943 -0.513012 -0.03 0.00 0.01
C -2.788330 2.335340 0.287206 -0.04 -0.03 -0.02
C -1.969171 1.271347 -0.035483 -0.03 0.08 0.29
C -0.900871 0.994919 0.810029 0.16 0.29 -1.12
C -0.633838 1.796458 1.934574 -0.14 0.05 -0.11
C -1.524946 2.826945 2.215292 0.12 0.06 0.02
F -1.333322 3.594691 3.307266 -0.01 0.00 0.02
C -2.605072 3.119102 1.414452 0.01 -0.02 0.00
C 0.584351 1.458721 2.665305 0.09 -0.03 -0.09
C 1.203511 2.198965 3.666687 0.00 -0.14 0.01
C 2.399553 1.744704 4.191832 0.00 0.12 0.06
C 2.964980 0.569627 3.722849 -0.01 -0.08 0.02
C 2.312141 -0.117250 2.720815 -0.27 -0.19 0.20
N 1.154816 0.315053 2.211798 0.64 0.65 -0.72
H -2.192135 0.658089 -0.897944 0.02 0.03 -0.02
H -3.280360 3.924566 1.661732 0.01 0.01 -0.03
H 0.758976 3.119092 4.007820 -0.03 -0.02 0.03
H 2.891449 2.314552 4.969300 0.01 -0.01 0.00
H 3.890805 0.185752 4.125217 0.01 0.00 -0.02
H 2.670639 -1.057819 2.325792 0.06 0.03 -0.03
Br -0.223674 -8.212288 2.617208 0.01 -0.02 0.00
C -1.153804 -6.571056 2.535996 0.00 0.05 -0.02
C -2.459686 -6.500014 2.999310 -0.04 -0.05 0.03
N -3.173228 -5.379332 2.972415 0.10 0.00 -0.04
C -2.596888 -4.295037 2.461069 -0.11 0.03 -0.10
C -1.294591 -4.274430 1.981756 0.16 -0.01 0.06
C -0.544464 -5.440466 2.028619 -0.02 0.01 0.10
C -0.683289 -3.017201 1.446561 -0.37 -0.26 -0.25
O 0.500158 -2.736715 1.748341 0.14 0.13 -0.42
O -1.409314 -2.291872 0.693010 0.25 0.26 -0.10
H -2.938936 -7.382939 3.405760 -0.01 0.01 0.00
H -3.195171 -3.392110 2.428343 0.00 0.00 0.00
H 0.479503 -5.450477 1.680841 0.00 0.00 0.01
F 4.179221 -2.855340 -2.958642 0.00 0.02 -0.01
C 3.283843 -2.183274 -2.204813 0.03 -0.02 -0.03
C 1.938183 -2.407488 -2.414743 0.00 0.06 -0.04
C 1.022155 -1.739584 -1.615209 -0.11 0.23 -0.04
C 1.452544 -0.857516 -0.623431 0.71 -0.10 -0.18
C 2.817535 -0.628100 -0.466559 -0.17 0.32 -0.13
C 3.745654 -1.293194 -1.257940 -0.05 0.01 -0.05
H 1.620512 -3.099878 -3.182395 0.00 0.00 0.01
H -0.038449 -1.911764 -1.768090 0.00 -0.10 0.08
H 3.164451 0.097431 0.255930 0.05 -0.05 0.06
H 4.809841 -1.134353 -1.146635 -0.01 0.02 0.01
```
Positions in Å, forces in eV/Å.

Summary:
Frontier orbital gap ... 7.443 eV
LUMO level ... -0.883 eV
2S+1 ... 1
Energy above the lowest of the compared OMol25 structures with the same formula, charge and spin ... 130.0 kJ/mol
E_HOMO ... -8.33 eV

Record 2
Molecular formula: C23H14Br3N3Pt
Method: DFT, ωB97M-V/def2-TZVPD

XYZ file:
```
44
Properties=species:S:1:pos:R:3:forces:R:3
Pt -0.098808 -0.441856 -0.498774 0.12 -0.28 1.34
Br 6.551549 -0.715158 0.673697 -0.09 0.00 -0.03
C 4.709408 -0.721510 0.276598 0.06 0.06 -0.14
C 4.253817 -0.218265 -0.932654 0.13 -0.06 0.10
C 2.893020 -0.230710 -1.161215 0.02 0.08 0.06
N 2.018472 -0.702490 -0.272795 -0.06 0.31 -0.03
C 2.460219 -1.230047 0.878487 0.31 -0.02 -0.37
C 3.815804 -1.243923 1.190925 -0.14 -0.08 -0.02
C 1.427412 -1.816672 1.751484 -0.47 -0.19 0.46
C 1.707576 -2.249556 3.043420 0.01 0.09 -0.14
C 0.672734 -2.742954 3.813648 -0.15 -0.06 0.10
Br 1.017361 -3.311351 5.578109 -0.02 0.01 -0.08
C -0.611532 -2.800510 3.300217 0.11 -0.04 0.09
C -0.806258 -2.354983 2.006345 0.00 -0.05 -0.04
N 0.180297 -1.887328 1.247840 0.25 0.10 -0.56
H 4.930894 0.183730 -1.670973 0.02 -0.01 0.00
H 2.473492 0.170531 -2.074086 -0.02 0.04 0.03
H 4.180155 -1.664784 2.114691 -0.02 -0.01 0.01
H 2.699567 -2.191010 3.462909 0.02 0.03 -0.03
H -1.437996 -3.178771 3.882578 -0.01 0.01 0.01
H -1.789231 -2.362515 1.552063 0.01 0.01 0.02
Br -6.759774 -1.075035 -0.457674 0.01 0.00 -0.01
C -4.877091 -0.827692 -0.519644 0.01 0.02 0.01
C -4.347065 0.446400 -0.414569 -0.06 -0.03 0.00
C -2.970235 0.620317 -0.448966 0.04 -0.04 -0.02
C -2.090572 -0.459052 -0.579140 -0.11 0.00 0.03
C -2.673374 -1.729667 -0.690733 -0.03 0.02 -0.06
C -4.048207 -1.924986 -0.665885 -0.03 -0.02 0.01
H -5.004109 1.299138 -0.307660 0.00 0.00 0.00
H -2.585380 1.628216 -0.374233 0.01 0.01 0.01
H -2.038118 -2.603936 -0.806778 0.00 0.01 -0.03
H -4.468234 -2.917890 -0.757366 0.00 0.00 -0.01
N 0.261591 6.503440 -2.906081 0.01 0.02 0.00
C 0.191760 5.413412 -2.546632 0.01 0.16 -0.05
C 0.106273 4.055473 -2.102040 -0.01 -0.19 0.04
C -0.054036 3.767231 -0.746676 0.01 0.01 -0.01
C -0.141317 2.453415 -0.322927 0.05 0.04 -0.02
C -0.070819 1.384546 -1.228014 0.08 0.00 -0.68
C 0.093186 1.699369 -2.581849 -0.01 0.02 -0.02
C 0.180085 3.011241 -3.020776 0.01 0.01 0.03
H -0.112041 4.577377 -0.031362 0.00 0.01 0.00
H -0.275836 2.255073 0.733537 -0.01 0.00 0.00
H 0.136075 0.901441 -3.313564 -0.02 0.01 0.00
H 0.299288 3.232284 -4.073482 -0.01 0.01 -0.01
```
Positions in Å, forces in eV/Å.

Summary:
Frontier orbital gap ... 6.717 eV
LUMO level ... -1.348 eV
2S+1 ... 1
Energy above the lowest of the compared OMol25 structures with the same formula, charge and spin ... 30.3 kJ/mol
E_HOMO ... -8.07 eV